15
Properties=species:S:1:pos:R:3 method="wB97M-V/def2-TZVPD" homo_lumo_gap_ev=9.01 relative_energy_ev=4.819 total_energy_ha=-470.96933
C 0.9328 -1.0445 -1.0511
C -0.6511 -1.1650 1.3184
C -1.0689 1.4052 0.6410
C -0.5805 2.2286 -0.3232
C 0.3803 1.4007 -0.8793
C 0.2016 0.0464 -0.5246
H 1.2106 -3.0208 -0.4495
H -0.9498 -1.1872 2.5386
H -1.4015 2.0691 1.7893
H -0.8417 3.2749 -0.5886
H 1.2893 1.3866 -1.6938
N 0.4062 -2.1780 -0.3944
N -0.1415 -2.1332 0.8759
N -0.6295 0.0264 0.6721
O 1.8437 -1.1092 -1.9308